Record 1
ORCA calculation (ωB97M-V with the def2-TZVPD basis set) on a 5-piece molecular cluster, C5H16O6 overall at a distorted geometry.

Its SMILES is C=CCCC(=O)O.O.O.O.O. As for the spin multiplicity: 1. The calculation puts the HOMO energy at -0.3601 Ha. For the gap between HOMO and LUMO, the calculation gives 10.1 eV. As for the net charge: 0.

```
27
Properties=species:S:1:pos:R:3:mulliken_charge:R:1
C -1.93 -1.75 -1.86 -0.82
C -1.79 -0.46 -2.11 -0.03
C -0.50 0.15 -2.57 -0.39
C -0.23 1.53 -1.94 -0.71
C -0.30 1.43 -0.44 0.69
O -1.32 1.59 0.21 -0.72
O 0.90 1.16 0.08 -0.52
H -1.12 -2.47 -1.95 0.25
H -2.87 -2.19 -1.56 0.27
H -2.65 0.20 -2.03 0.28
H -0.48 0.27 -3.66 0.32
H 0.34 -0.52 -2.36 0.16
H -0.96 2.26 -2.30 0.33
H 0.73 1.94 -2.24 0.36
H 0.91 0.96 1.11 0.38
O 2.84 -1.78 -0.47 -0.72
H 2.40 -0.91 -0.57 0.36
H 3.77 -1.58 -0.44 0.32
O 1.10 0.42 2.50 -0.73
H 1.30 -0.55 2.39 0.43
H 0.15 0.43 2.76 0.42
O -1.99 0.90 2.73 -0.71
H -2.56 0.16 2.61 0.30
H -1.84 1.23 1.82 0.50
O 1.63 -2.25 1.95 -0.73
H 2.22 -2.83 2.45 0.30
H 2.05 -2.17 1.06 0.42
```

Record 2
ORCA calculation (ωB97M-V with the def2-TZVPD basis set) on C5H17AlBN3O3P as an isolated structure.

As for the spin multiplicity: 1. The calculation puts the HOMO energy at -0.1633 Ha. For the gap between HOMO and LUMO, the calculation gives 7.5 eV. As for the net charge: -1.

```
31
Properties=species:S:1:pos:R:3:mulliken_charge:R:1
C -3.49 -1.42 -0.03 -1.26
C -2.21 -0.64 -0.32 -0.19
N -1.07 -1.54 -0.23 -0.29
C 0.21 -1.01 -0.69 0.53
P 0.61 -1.97 -2.23 0.33
N 2.02 -1.99 -2.91 -0.90
O 0.15 0.33 -1.05 -0.61
Al 1.20 1.33 0.05 0.44
B 0.43 3.19 0.87 0.11
C 1.47 4.26 1.41 -1.00
O -0.93 3.54 0.99 -0.54
O 1.30 -0.06 1.21 -0.60
C 1.35 -1.18 0.40 0.09
N 1.17 -2.39 1.21 -0.72
H -4.35 -0.75 -0.01 0.40
H -3.43 -1.91 0.95 0.31
H -3.66 -2.19 -0.77 0.29
H -2.13 0.22 0.35 0.13
H -2.24 -0.23 -1.33 0.32
H -0.94 -1.90 0.71 0.35
H -0.45 -1.52 -3.05 0.00
H 0.11 -3.26 -1.94 0.04
H 2.70 -1.37 -2.48 0.29
H 2.68 1.55 -0.60 -0.34
H 2.22 3.80 2.06 0.29
H 1.02 5.12 1.92 0.22
H 2.04 4.63 0.55 0.30
H -1.23 3.66 1.89 0.27
H 2.30 -1.24 -0.16 0.22
H 1.20 -2.07 2.17 0.24
H 1.96 -3.02 1.08 0.28
```